No. 1
107
Properties=species:S:1:pos:R:3:forces:R:3:lowdin_charge:R:1 method="wB97M-V/def2-TZVPD" energy_ha=-2457.75015 homo_lumo_gap_ev=9.47 relative_energy_kj_mol=12.1 total_charge=+1 spin_multiplicity=1
C -3.414803 0.011096 3.687639 -0.40 0.24 -0.27 0.15
C -4.177054 0.354902 2.830802 0.30 -0.09 0.11 -0.09
C -5.036593 0.724781 1.716561 -0.22 0.12 -0.32 -0.18
H -6.078979 0.466136 1.942025 0.07 0.08 -0.08 0.14
H -4.971892 1.804996 1.544908 -0.13 -0.15 0.06 0.14
O -4.623886 0.120215 0.492510 -0.12 0.37 0.44 -0.20
C -5.113361 -1.176361 0.235327 0.01 -0.65 0.12 -0.15
C -4.700912 -2.254310 1.241325 -0.18 0.27 -0.13 -0.17
O -3.292383 -2.379439 1.307987 0.03 0.12 -0.14 -0.18
C -2.887519 -3.475984 2.113227 0.39 -0.19 0.24 -0.16
H -3.508453 -3.518251 3.016049 0.02 -0.04 -0.05 0.14
C -1.433056 -3.316200 2.538889 -0.40 -0.16 -0.20 -0.17
H -0.821993 -2.961255 1.697840 -0.08 -0.12 0.14 0.10
H -1.051917 -4.290878 2.870879 -0.02 0.03 -0.03 0.14
O -1.401727 -2.398175 3.619251 -0.24 0.06 -0.01 -0.18
C -0.153510 -2.269027 4.261502 0.32 0.21 0.06 -0.18
H -0.368105 -1.710607 5.176190 0.08 -0.07 -0.03 0.13
C 0.867021 -1.504079 3.408522 -0.05 -0.29 0.01 -0.16
N 0.177981 -0.398848 2.787748 -0.30 -0.02 0.24 0.09
C 0.779378 0.513309 2.023581 0.07 0.42 -0.01 -0.39
N -0.020551 1.328254 1.299286 0.19 0.38 0.32 0.15
C 0.624111 2.330311 0.671610 0.18 -0.53 0.03 -0.34
N -0.119336 3.185661 -0.069895 -0.01 0.00 -0.07 -0.05
C -1.453256 3.558238 0.361179 -0.25 0.33 0.28 -0.13
H -1.901520 2.746307 0.932589 -0.06 0.05 -0.08 0.11
H -2.048378 3.780084 -0.529588 -0.03 -0.05 0.08 0.12
C -1.364754 4.825252 1.228175 -0.20 -0.32 -0.02 -0.18
H -2.361191 5.183661 1.491038 0.04 -0.09 0.05 0.13
O -0.738318 5.872952 0.533564 -0.10 0.13 -0.05 -0.12
C 0.568683 5.520819 0.135127 0.20 -0.20 -0.25 -0.18
H 0.965985 6.382056 -0.402183 0.06 -0.07 0.03 0.13
C 0.545187 4.278114 -0.759426 0.21 0.44 -0.02 -0.12
H 1.554362 3.964032 -1.017601 -0.10 0.09 -0.09 0.11
H -0.026607 4.490201 -1.667485 0.06 0.01 0.03 0.13
H 1.192148 5.318046 1.018817 -0.02 0.04 -0.06 0.13
H -0.807146 4.589244 2.148762 -0.06 0.02 -0.04 0.13
N 1.939693 2.494022 0.675290 0.15 0.31 -0.18 0.21
C 2.640358 1.582468 1.351861 -0.58 0.00 0.28 -0.34
N 3.977186 1.727862 1.416209 0.07 0.03 0.04 -0.05
C 4.661571 2.745370 0.656897 0.05 0.24 -0.06 -0.09
H 3.963798 3.560269 0.473092 0.20 -0.02 0.02 0.11
H 5.494926 3.109341 1.263814 -0.06 0.02 -0.02 0.13
C 5.176606 2.143523 -0.676485 -0.05 0.22 -0.28 -0.09
N 5.015340 0.700166 -0.619063 0.27 0.18 -0.13 -0.04
C 3.992842 0.170522 -1.324106 0.16 -0.31 0.14 -0.41
O 3.397599 0.807549 -2.173164 -0.21 0.01 -0.27 0.07
C 3.602421 -1.299367 -1.093137 0.52 0.04 -0.40 -0.15
N 2.185184 -1.321077 -0.842311 -0.76 0.27 -0.21 -0.07
C 1.193754 -0.748723 -1.554857 -0.68 -0.03 0.15 0.04
C 0.050753 -1.053691 -0.847207 0.50 0.06 -0.41 -0.22
N 0.418799 -1.792168 0.223940 -0.45 -0.08 -0.14 0.07
N 1.691759 -1.940227 0.215711 0.78 -0.61 0.61 0.08
C -1.381921 -0.693722 -1.057425 0.29 -0.01 -0.27 -0.23
N -1.913268 -0.188731 0.234314 -0.10 -0.01 0.00 0.20
H -1.208673 0.523517 0.687948 -0.39 -0.25 -0.25 0.09
H -2.855317 0.226317 0.103263 0.26 -0.22 0.15 0.11
H -1.944449 -1.599924 -1.316429 0.00 0.16 0.08 0.16
C -1.588711 0.358790 -2.149256 -0.21 -0.24 0.09 -0.08
C -3.051678 0.484050 -2.485431 0.16 0.14 0.00 -0.24
C -3.659544 -0.467046 -3.296008 -0.06 0.09 0.06 -0.04
C -5.007980 -0.395715 -3.588772 -0.12 -0.02 -0.02 -0.01
C -5.780806 0.639108 -3.070562 0.40 -0.03 0.11 -0.32
C -5.177758 1.599855 -2.263723 -0.32 -0.09 -0.18 0.00
C -3.830883 1.515349 -1.976804 0.02 -0.10 -0.28 -0.04
H -3.377861 2.274993 -1.358863 0.07 0.10 0.10 0.09
H -5.782717 2.403746 -1.877755 -0.09 0.13 0.07 0.12
O -7.106554 0.749961 -3.314036 -0.27 0.05 -0.05 0.07
H -7.399456 0.067601 -3.930596 0.07 0.07 0.07 0.11
H -5.463692 -1.139616 -4.227912 -0.05 -0.07 -0.07 0.12
H -3.070200 -1.270838 -3.713439 0.07 -0.11 -0.07 0.12
H -1.039729 0.049380 -3.039041 0.09 0.01 0.02 0.13
H -1.179598 1.311802 -1.810443 0.10 0.07 -0.01 0.12
H 1.378207 -0.178504 -2.438054 0.07 0.13 -0.18 0.13
H 4.057444 -1.745109 -0.207921 -0.05 0.05 -0.08 0.15
C 3.966827 -2.127081 -2.346951 0.07 -0.18 0.31 -0.32
C 5.468368 -2.024035 -2.599558 -0.27 0.09 -0.10 -0.03
H 5.733625 -2.567667 -3.500779 0.09 -0.04 -0.06 0.08
H 5.768118 -0.987629 -2.734426 0.13 0.07 -0.05 0.08
H 6.028853 -2.446134 -1.767826 0.10 -0.07 0.12 0.09
C 3.520904 -3.583081 -2.169673 -0.10 0.17 -0.22 -0.22
C 3.572629 -4.378096 -3.469089 0.02 0.05 0.23 -0.09
H 3.177395 -5.377602 -3.307737 -0.01 -0.10 -0.07 0.07
H 2.975750 -3.893955 -4.238812 -0.06 0.02 -0.12 0.08
H 4.591214 -4.474901 -3.832869 0.09 -0.05 -0.11 0.07
H 4.155904 -4.063784 -1.422441 -0.01 0.00 0.13 0.12
H 2.496036 -3.607353 -1.791796 0.02 -0.02 0.07 0.10
H 3.435747 -1.687825 -3.198210 -0.03 0.04 0.07 0.15
C 5.626890 0.155737 0.572296 -0.02 -0.12 0.22 -0.10
H 5.704288 -0.927982 0.527899 0.06 0.06 0.02 0.11
H 6.642575 0.557967 0.616334 -0.05 -0.12 -0.03 0.13
C 4.809523 0.616019 1.809013 0.12 -0.21 0.23 -0.10
H 4.147390 -0.169626 2.174210 0.22 0.05 -0.03 0.11
H 5.480468 0.925658 2.615472 -0.03 -0.08 -0.01 0.13
H 4.595214 2.505984 -1.523924 0.14 -0.01 0.14 0.12
H 6.230905 2.380123 -0.835516 -0.05 0.01 0.01 0.13
N 2.102058 0.573852 2.041961 0.13 -0.29 0.18 0.20
H -0.829568 -0.470915 2.769753 0.08 0.12 -0.07 0.11
H -2.062778 -0.989214 0.869637 -0.13 0.26 -0.13 0.11
H 1.296450 -2.147397 2.632727 0.03 0.04 0.13 0.10
H 1.679846 -1.128880 4.033850 -0.04 -0.12 -0.01 0.12
H 0.251023 -3.251503 4.533641 -0.02 0.07 0.00 0.13
H -3.014200 -4.408612 1.548424 0.01 0.06 0.05 0.14
H -5.092459 -2.017491 2.240182 0.01 -0.09 -0.09 0.13
H -5.146101 -3.203147 0.911856 -0.02 0.08 0.02 0.14
H -4.727912 -1.420492 -0.757654 -0.09 -0.04 0.02 0.13
H -6.210508 -1.162484 0.194674 0.07 0.00 -0.04 0.14
H -2.789627 -0.304768 4.469028 0.38 -0.20 0.44 0.04

=====

No. 2
121
Properties=species:S:1:pos:R:3:forces:R:3:lowdin_charge:R:1 method="wB97M-V/def2-TZVPD" energy_ha=-3715.71635 homo_lumo_gap_ev=8.90 relative_energy_kj_mol=211.5 total_charge=-1 spin_multiplicity=1
N 0.178347 -0.134570 -0.131868 -4.61 -0.94 0.16 -0.56
O 1.032347 0.292430 0.625132 1.38 0.67 -0.17 -0.04
O -0.463653 0.603430 -0.970868 1.75 -0.17 0.38 -0.09
O -0.343653 -1.278570 0.078132 1.27 0.54 -0.35 -0.06
C 5.057347 0.982430 2.237132 1.14 1.86 0.60 0.02
C 3.818347 1.732430 1.857132 -1.18 -3.18 -2.80 -0.30
C 2.922347 2.344430 2.836132 5.26 1.09 4.59 -0.11
O 2.836347 3.698430 2.582132 -1.09 2.23 0.11 0.09
C 3.596347 3.961430 1.574132 2.94 8.43 -2.99 -0.52
O 3.919347 5.206430 1.142132 -2.36 -6.94 2.41 -0.02
O 4.115347 2.891430 1.091132 1.62 -0.85 -2.14 0.14
H 4.879347 0.204430 2.931132 -0.54 -0.16 1.84 0.07
H 5.732347 1.814430 2.566132 0.18 -1.38 0.17 0.13
H 5.508347 0.311430 1.520132 0.09 0.88 -1.23 0.08
H 3.275347 0.962430 1.228132 -0.04 1.37 0.20 0.15
H 3.341347 2.340430 3.894132 0.26 -0.46 -0.95 0.17
H 2.025347 2.096430 3.048132 -6.35 -2.93 0.21 0.06
C -0.188653 -3.489570 -2.575868 -5.07 -2.81 -2.41 0.02
C -0.171653 -3.492570 -4.179868 1.17 -1.74 2.05 -0.18
C 0.768347 -2.475570 -4.829868 -3.36 0.12 -2.21 -0.10
O 1.892347 -3.195570 -5.181868 2.83 5.85 -1.42 0.12
C 1.785347 -4.423570 -5.007868 0.02 -2.15 1.71 -0.78
O 2.621347 -5.234570 -5.067868 3.16 -2.29 -1.36 0.18
O 0.652347 -4.693570 -4.511868 -6.04 -1.40 1.64 0.10
H -0.622653 -4.515570 -2.099868 0.55 2.48 -1.45 0.14
H -0.696653 -2.647570 -2.159868 -0.27 0.57 0.33 0.04
H 0.756347 -3.543570 -2.322868 4.94 0.26 1.55 0.01
H -1.169653 -3.586570 -4.641868 0.61 0.03 0.19 0.15
H 0.920347 -1.608570 -4.234868 0.70 0.64 0.36 0.11
H 0.251347 -2.210570 -5.807868 0.75 0.39 1.10 0.16
C -0.271653 3.451430 0.790132 0.92 0.30 -0.85 0.01
C -0.763653 4.519430 1.818132 3.01 -0.43 -2.79 -0.29
C -0.014653 5.859430 1.625132 -4.08 0.63 4.64 -0.02
O -1.111653 6.641430 1.033132 2.13 0.98 0.76 0.11
C -2.224653 5.946430 1.089132 -4.24 4.28 -4.87 -0.67
O -3.274653 6.250430 0.514132 1.87 0.47 1.34 0.11
O -2.109653 4.833430 1.614132 0.51 -5.18 3.13 0.13
H -0.570653 2.473430 1.137132 -0.67 -0.37 -0.32 0.02
H 0.900347 3.283430 0.864132 -2.34 0.97 -0.62 0.12
H -0.695653 3.661430 -0.299868 1.27 -0.48 2.30 0.14
H -0.594653 4.111430 2.751132 -0.02 -0.59 2.23 0.12
H 0.802347 5.928430 1.096132 3.80 -0.44 -4.03 0.06
H 0.489347 6.271430 2.598132 -2.00 -0.21 -1.01 0.17
C 1.873347 -3.606570 1.754132 -2.54 5.36 -0.42 0.02
C 2.456347 -2.479570 2.581132 -3.23 2.57 -2.13 -0.33
C 1.840347 -2.361570 4.025132 3.70 -1.18 -1.78 0.05
O 3.127347 -2.362570 4.807132 -4.86 1.05 2.22 0.11
C 4.154347 -2.492570 4.071132 3.20 -0.57 -0.80 -0.62
O 5.285347 -2.531570 4.522132 -1.39 0.08 -1.30 0.12
O 3.778347 -2.602570 2.780132 4.30 -0.98 0.52 0.09
H 2.196347 -4.391570 2.177132 1.75 -6.46 3.16 0.02
H 2.153347 -3.654570 0.767132 1.14 0.46 -2.34 0.07
H 0.797347 -3.519570 1.704132 -0.35 -0.18 0.37 0.08
H 2.409347 -1.566570 1.912132 -0.86 -0.37 1.19 0.15
H 1.331347 -3.244570 4.232132 -0.57 -1.90 0.62 0.11
H 1.137347 -1.621570 4.214132 -0.36 2.18 0.54 0.09
C -3.367653 -1.006570 -1.622868 -1.20 0.51 -0.13 0.01
C -3.716653 -0.155570 -0.455868 3.57 0.46 3.63 -0.35
C -3.588653 1.327430 -0.623868 -0.63 -1.37 -2.78 -0.12
O -4.857653 1.899430 -0.681868 -2.43 -1.32 -1.00 0.11
C -5.703653 0.878430 -0.417868 -5.83 1.67 -0.58 -0.49
O -6.960653 1.004430 -0.448868 4.98 -0.67 0.30 0.09
O -5.056653 -0.249570 -0.162868 -2.10 -0.93 0.32 0.08
H -3.808653 -1.977570 -1.388868 1.18 -0.55 -0.26 0.10
H -2.373653 -0.814570 -2.044868 -0.17 -0.81 0.65 0.06
H -4.102653 -0.627570 -2.308868 -0.26 0.19 -1.20 0.09
H -3.125653 -0.433570 0.573132 -1.09 0.28 -2.52 0.18
H -2.926653 1.763430 -1.288868 0.89 -0.16 -3.25 0.11
H -3.249653 1.911430 0.044132 3.26 2.64 6.81 0.06
C -4.770653 -4.119570 2.773132 1.19 2.21 1.34 0.01
C -3.817653 -3.313570 1.840132 -0.70 0.11 1.74 -0.26
C -2.464653 -2.865570 2.465132 -2.61 2.33 1.07 -0.18
O -1.663653 -3.896570 2.186132 2.42 -2.08 0.59 0.05
C -2.155653 -4.659570 1.196132 4.11 1.05 -3.21 -0.52
O -1.347653 -5.270570 0.496132 -2.76 -0.20 1.60 0.11
O -3.360653 -4.228570 0.880132 -0.27 -1.21 -1.53 0.10
H -5.026653 -3.387570 3.517132 -0.58 0.78 0.46 0.06
H -4.245653 -4.811570 3.468132 -0.12 -0.31 -1.27 0.10
H -5.725653 -4.418570 2.394132 -0.10 -0.65 -0.66 0.08
H -4.151653 -2.371570 1.357132 -0.97 -1.17 0.17 0.14
H -2.415653 -2.649570 3.548132 -0.53 -0.23 -0.41 0.14
H -2.266653 -1.905570 1.947132 0.95 -0.65 0.03 0.10
C -1.239653 0.542430 3.389132 0.38 -3.71 1.08 -0.02
C -2.646653 0.694430 3.836132 -1.00 3.41 1.26 -0.27
C -3.419653 2.096430 3.277132 0.68 -2.54 7.92 -0.01
O -4.664653 1.546430 3.016132 -0.51 4.46 -0.67 0.14
C -4.676653 0.305430 3.168132 -7.90 -7.53 -4.03 -0.61
O -5.696653 -0.420570 2.811132 3.89 3.22 2.21 0.06
O -3.573653 -0.297570 3.409132 3.03 -0.29 0.94 0.09
H -1.206653 0.646430 2.327132 0.54 0.04 -0.79 0.05
H -0.965653 -0.605570 3.662132 -0.30 2.61 -0.82 0.13
H -0.513653 1.159430 3.927132 -0.39 0.12 -0.20 0.09
H -2.749653 0.769430 4.938132 0.34 -0.33 -0.47 0.15
H -2.851653 2.481430 2.563132 1.48 1.89 -3.81 0.05
H -3.445653 2.806430 4.256132 -0.19 -1.33 -2.65 0.19
C 4.512347 -1.321570 -4.256868 1.82 0.49 4.48 0.05
C 4.301347 -0.260570 -3.048868 4.06 -1.48 -0.27 -0.20
C 4.125347 -0.828570 -1.621868 -2.45 6.35 0.17 -0.02
O 5.212347 -0.299570 -0.849868 -0.73 -0.23 0.61 0.08
C 5.931347 0.424430 -1.632868 6.13 4.78 -0.13 -0.58
O 6.990347 1.034430 -1.291868 -3.61 -2.43 -0.70 0.06
O 5.466347 0.572430 -2.873868 0.57 -0.67 0.69 0.09
H 3.557347 -1.152570 -4.498868 -3.72 -1.35 -2.31 0.01
H 4.920347 -2.290570 -3.934868 -1.24 -0.05 0.43 0.10
H 5.187347 -1.142570 -5.025868 1.02 1.72 -1.31 0.06
H 3.664347 0.487430 -3.300868 -2.92 1.37 -1.06 0.10
H 4.418347 -1.736570 -1.659868 0.13 -6.96 0.09 0.07
H 3.192347 -0.421570 -1.112868 0.85 -1.46 -0.70 0.16
C -1.718653 3.550430 -4.653868 -0.51 -5.12 0.75 0.03
C -0.698653 2.533430 -3.993868 -6.93 2.29 3.99 -0.35
C -1.014653 1.148430 -4.385868 0.73 -2.32 2.28 -0.07
O 0.309347 0.712430 -4.767868 -0.76 -1.47 0.09 0.08
C 1.039347 1.779430 -4.871868 9.02 -1.31 -2.02 -0.59
O 2.249347 1.777430 -5.253868 -4.08 -0.54 0.76 0.08
O 0.535347 2.849430 -4.403868 0.24 2.21 0.30 0.17
H -1.550653 3.569430 -5.664868 0.44 -0.38 -2.77 0.06
H -1.415653 4.412430 -4.351868 1.45 5.76 2.18 0.02
H -2.784653 3.437430 -4.506868 -0.06 -0.43 0.54 0.10
H -0.872653 2.565430 -2.781868 1.08 0.32 -2.79 0.19
H -1.558653 1.007430 -5.265868 -1.49 0.04 -1.14 0.12
H -1.427653 0.538430 -3.473868 0.91 0.92 -1.95 0.15